# 1
DFT (ωB97M-V/def2-TZVPD) results for C44H54N8OP2PtS3 as an isolated structure.

Spin multiplicity: 5
Net charge: +4
LUMO energy (alpha / beta) in hartree: -0.3507 / -0.4766
Energy relative to the best compared isomer or geometry (same formula, charge and spin) in kcal/mol: 0.77
Highest occupied orbital energy (alpha / beta) in eV: -16.05 / -17.62
E in eV: -114768.8898
Max |F| in eV/A: 0.52

Geometry as XYZ:
```
113
C44H54N8OP2PtS3 ωB97M-V/def2-TZVPD
Pt -0.349 0.398 -0.767
C 6.974 2.023 4.514
S 6.158 1.334 3.099
C 4.727 0.522 3.806
C 3.703 0.079 2.764
C 2.947 1.241 2.119
N 1.855 0.833 1.229
P 0.252 0.419 1.673
C 0.007 1.050 3.340
C -0.023 0.207 4.452
C -0.203 0.748 5.718
C -0.350 2.119 5.880
C -0.316 2.964 4.774
C -0.145 2.432 3.508
C 0.133 -1.373 1.839
C -1.149 -1.890 2.047
C -1.326 -3.247 2.262
C -0.228 -4.099 2.254
C 1.043 -3.595 2.016
C 1.225 -2.235 1.810
P 1.913 0.772 -0.468
C 3.198 -0.374 -0.980
C 2.844 -1.694 -1.268
C 3.832 -2.620 -1.576
C 5.166 -2.237 -1.599
C 5.524 -0.924 -1.313
C 4.546 0.008 -1.004
C 2.401 2.403 -1.060
C 2.051 3.541 -0.331
C 2.301 4.804 -0.848
C 2.891 4.940 -2.099
C 3.234 3.812 -2.834
C 2.988 2.546 -2.320
H 7.875 2.524 4.166
H 7.225 1.217 5.210
H 6.301 2.728 5.011
H 4.311 1.180 4.577
H 5.145 -0.347 4.332
H 2.989 -0.554 3.296
H 4.179 -0.547 2.004
H 3.623 1.872 1.532
H 2.526 1.875 2.905
H 0.078 -0.864 4.334
H -0.238 0.095 6.580
H -0.500 2.531 6.869
H -0.438 4.032 4.904
H -0.129 3.090 2.644
H -2.007 -1.224 2.069
H -2.315 -3.641 2.457
H -0.363 -5.157 2.441
H 1.896 -4.262 2.006
H 2.220 -1.853 1.618
H 1.804 -1.997 -1.243
H 3.563 -3.644 -1.801
H 5.933 -2.960 -1.847
H 6.564 -0.628 -1.348
H 4.828 1.035 -0.804
H 1.589 3.439 0.646
H 2.050 5.685 -0.271
H 3.102 5.926 -2.493
H 3.717 3.920 -3.797
H 3.278 1.670 -2.890
N 0.661 -1.311 -4.152
C 0.477 -0.023 -4.254
N -0.038 0.710 -3.265
C -0.094 2.002 -3.596
C 0.364 2.303 -4.899
S 0.886 0.918 -5.697
C -0.586 2.947 -2.635
C -0.855 4.265 -2.850
S -1.556 4.971 -1.461
C -1.442 3.439 -0.639
N -0.900 2.491 -1.363
N -1.852 3.276 0.625
H 0.349 -1.781 -3.264
H 1.062 -1.847 -4.907
H 0.405 3.273 -5.373
H -0.712 4.842 -3.750
H -2.369 3.999 1.099
H -1.903 2.337 0.991
N -2.442 -0.060 -0.731
C -3.574 -0.310 -0.785
N -4.834 -0.589 -0.847
C -5.373 -1.848 -0.277
C -6.497 -1.536 0.698
C -7.555 -0.649 0.044
C -6.934 0.640 -0.493
C -5.813 0.336 -1.473
H -4.549 -2.384 0.195
H -5.745 -2.451 -1.111
H -6.083 -1.038 1.580
H -6.935 -2.476 1.035
H -8.338 -0.413 0.763
H -8.037 -1.193 -0.773
H -6.541 1.238 0.334
H -7.683 1.246 -1.002
H -5.279 1.233 -1.784
H -6.203 -0.158 -2.366
C -3.034 -4.618 -2.929
N -2.251 -3.405 -2.668
C -2.716 -2.191 -3.327
C -1.105 -3.434 -1.987
C -0.667 -4.745 -1.397
O -0.384 -2.414 -1.835
H -4.027 -4.320 -3.258
H -3.140 -5.220 -2.031
H -2.580 -5.222 -3.715
H -3.750 -1.995 -3.041
H -2.684 -2.313 -4.411
H -2.101 -1.349 -3.023
H -0.550 -5.503 -2.173
H -1.399 -5.124 -0.684
H 0.279 -4.595 -0.886
```



# 2
DFT (ωB97M-V/def2-TZVPD) results for C44H55AsBrNO2PTl as an isolated structure.

Net charge: 0
LUMO energy in hartree: 0.0161
Energy relative to the best compared isomer or geometry (same formula, charge and spin) in kcal/mol: 7.11
Highest occupied orbital energy in eV: -6.21
E in eV: -196969.5782
Max |F| in eV/A: 0.37

Geometry as XYZ:
```
106
C44H55AsBrNO2PTl ωB97M-V/def2-TZVPD
Tl -1.701 2.292 -1.457
O -1.903 3.003 1.217
As -1.449 2.129 2.540
C -2.280 0.392 2.499
C -3.208 0.157 1.493
C -3.907 -1.045 1.476
C -3.665 -2.008 2.447
C -2.730 -1.771 3.449
C -2.046 -0.564 3.482
C -2.081 2.880 4.197
C -1.238 3.289 5.223
C -1.777 3.775 6.409
C -3.152 3.855 6.564
C -3.995 3.462 5.531
C -3.463 2.971 4.350
C 0.443 1.910 2.656
C 1.164 2.330 1.544
C 2.544 2.170 1.530
C 3.190 1.597 2.618
C 2.464 1.182 3.729
C 1.086 1.336 3.751
H -3.369 0.911 0.730
H -4.643 -1.228 0.702
H -4.212 -2.942 2.431
H -2.543 -2.520 4.207
H -1.332 -0.376 4.276
H -0.164 3.259 5.096
H -1.120 4.094 7.208
H -3.570 4.232 7.488
H -5.069 3.539 5.647
H -4.119 2.668 3.543
H 0.654 2.774 0.698
H 3.105 2.504 0.666
H 4.266 1.474 2.605
H 2.970 0.742 4.579
H 0.524 0.999 4.614
Br 3.579 6.942 -1.116
C 2.236 5.606 -1.279
C 0.933 5.901 -0.916
C -0.032 4.901 -1.037
C 0.258 3.617 -1.509
C 1.588 3.384 -1.864
C 2.582 4.354 -1.759
H 0.680 6.884 -0.540
H -1.042 5.150 -0.716
H 1.883 2.407 -2.244
H 3.606 4.141 -2.039
C -0.047 2.174 -6.503
C -0.333 1.728 -5.137
N -0.534 1.389 -4.060
H 1.026 2.304 -6.629
H -0.541 3.125 -6.691
H -0.407 1.438 -7.219
O -0.357 0.243 -0.578
P -0.067 -1.192 -0.923
C 1.127 -1.194 -2.285
C 1.343 -2.516 -3.072
C 2.822 -2.888 -3.166
C 3.652 -1.738 -3.738
C 3.389 -0.392 -3.018
C 2.448 -0.554 -1.826
C 0.496 -2.108 0.557
C 1.348 -3.397 0.353
C 2.760 -3.277 0.923
C 2.748 -2.944 2.419
C 1.630 -1.947 2.779
C 1.169 -1.154 1.561
C -1.596 -2.000 -1.483
C -1.683 -3.550 -1.403
C -2.159 -4.166 -2.717
C -3.476 -3.541 -3.176
C -3.417 -1.994 -3.205
C -2.028 -1.462 -2.856
H 0.652 -0.459 -2.944
H 0.949 -2.398 -4.086
H 0.783 -3.343 -2.639
H 2.935 -3.770 -3.800
H 3.197 -3.171 -2.177
H 3.416 -1.640 -4.801
H 4.712 -1.995 -3.684
H 2.937 0.322 -3.712
H 4.328 0.052 -2.686
H 2.238 0.414 -1.369
H 2.928 -1.172 -1.061
H -0.467 -2.393 0.999
H 1.415 -3.679 -0.694
H 0.849 -4.230 0.856
H 3.319 -2.511 0.379
H 3.293 -4.216 0.757
H 3.719 -2.531 2.700
H 2.626 -3.863 2.998
H 1.973 -1.266 3.560
H 0.766 -2.482 3.185
H 2.015 -0.629 1.106
H 0.458 -0.383 1.845
H -2.294 -1.575 -0.752
H -2.395 -3.821 -0.617
H -0.738 -3.999 -1.108
H -2.282 -5.244 -2.594
H -1.393 -4.030 -3.487
H -4.270 -3.868 -2.498
H -3.738 -3.931 -4.161
H -4.128 -1.578 -2.486
H -3.718 -1.620 -4.184
H -2.032 -0.371 -2.845
H -1.313 -1.769 -3.625
```



# 3
DFT (ωB97M-V/def2-TZVPD) results for a 11-piece molecular cluster, C44H55F33O22 overall at a distorted geometry.

Net charge: 0
LUMO energy in hartree: 0.0060
Energy relative to the best compared isomer or geometry (same formula, charge and spin) in kcal/mol: 176.42
SMILES string: CCOC(=O)C(F)(F)F.CCOC(=O)C(F)(F)F.CCOC(=O)C(F)(F)F.CCOC(=O)C(F)(F)F.CCOC(=O)C(F)(F)F.CCOC(=O)C(F)(F)F.CCOC(=O)C(F)(F)F.CCOC(=O)C(F)(F)F.CCOC(=O)C(F)(F)F.CCOC(=O)C(F)(F)F.CCOC(=O)C(F)(F)F
Highest occupied orbital energy in eV: -10.68
E in eV: -181239.0572
Max |F| in eV/A: 6.54

Geometry as XYZ:
```
154
C44H55F33O22 ωB97M-V/def2-TZVPD
C 4.782 -6.249 1.463
C 3.907 -7.018 2.445
O 2.732 -7.429 1.789
C 2.694 -8.630 1.083
O 3.573 -9.504 1.093
C 1.412 -8.719 0.112
F 1.750 -8.786 -1.243
F 0.808 -9.845 0.534
F 0.588 -7.623 0.308
H 5.696 -5.899 1.942
H 4.240 -5.346 1.184
H 4.984 -6.876 0.594
H 3.639 -6.334 3.250
H 4.559 -7.768 2.895
C 5.708 3.838 -0.418
C 5.139 2.465 -0.711
O 4.891 1.912 0.569
C 4.787 0.649 0.751
O 4.690 -0.111 -0.218
C 4.789 0.209 2.210
F 4.162 -0.953 2.278
F 6.062 0.067 2.700
F 4.286 1.072 3.134
H 5.975 4.233 -1.398
H 6.708 3.670 -0.018
H 5.060 4.385 0.268
H 5.856 1.914 -1.319
H 4.197 2.563 -1.251
C 3.045 -4.819 -8.259
C 1.619 -5.166 -8.034
O 1.243 -4.659 -6.725
C 1.202 -3.324 -6.533
O 1.341 -2.384 -7.376
C 1.007 -2.922 -5.003
F 0.240 -1.818 -4.955
F 0.320 -3.906 -4.310
F 2.223 -2.659 -4.609
H 3.660 -4.870 -7.361
H 3.061 -3.797 -8.637
H 3.590 -5.506 -8.906
H 1.556 -6.253 -8.000
H 0.905 -4.826 -8.784
C 4.348 -2.074 5.766
C 2.965 -1.541 5.464
O 2.404 -2.176 4.351
C 1.428 -3.052 4.498
O 0.628 -3.140 5.423
C 1.247 -3.999 3.268
F 2.163 -3.831 2.345
F 1.404 -5.232 3.796
F 0.042 -3.895 2.746
H 4.200 -3.078 6.165
H 4.793 -1.529 6.598
H 4.981 -1.813 4.918
H 3.028 -0.459 5.353
H 2.280 -1.667 6.303
C -1.215 0.689 -0.502
C 0.262 0.918 -1.002
O 0.855 -0.378 -1.320
C 1.445 -1.148 -0.291
O 1.562 -0.728 0.871
C 1.701 -2.721 -0.531
F 2.933 -3.111 -0.263
F 0.927 -3.488 0.277
F 1.508 -2.988 -1.784
H -1.705 0.255 -1.374
H -1.725 1.580 -0.137
H -1.144 -0.044 0.303
H 0.865 1.434 -0.255
H 0.145 1.634 -1.815
C -3.396 -2.424 -1.875
C -2.172 -3.413 -1.655
O -2.848 -4.592 -1.174
C -2.307 -5.777 -1.321
O -1.316 -5.997 -2.013
C -3.145 -6.920 -0.809
F -4.168 -6.495 -0.093
F -3.524 -7.663 -1.845
F -2.360 -7.611 -0.021
H -3.981 -2.249 -0.972
H -4.167 -2.862 -2.509
H -3.130 -1.415 -2.189
H -1.434 -3.143 -0.899
H -1.661 -3.470 -2.616
C -0.208 8.409 0.493
C -1.624 8.010 0.992
O -1.583 6.635 1.370
C -1.848 5.759 0.483
O -2.521 5.913 -0.563
C -1.439 4.320 0.954
F -0.705 4.202 2.097
F -2.457 3.486 1.236
F -0.750 3.684 -0.015
H 0.091 7.829 -0.380
H 0.523 8.444 1.301
H -0.307 9.330 -0.081
H -2.361 8.273 0.232
H -1.816 8.554 1.917
C 2.208 3.895 -2.599
C 2.224 5.426 -2.913
O 3.467 5.994 -2.392
C 3.447 6.765 -1.274
O 2.510 6.775 -0.455
C 4.737 7.614 -1.111
F 5.780 6.860 -1.389
F 4.704 8.636 -2.013
F 4.842 8.196 0.104
H 2.212 3.730 -1.522
H 3.128 3.420 -2.939
H 1.304 3.516 -3.074
H 1.307 5.814 -2.470
H 2.212 5.659 -3.978
C -4.493 1.183 2.564
C -6.037 0.916 2.605
O -6.112 -0.113 1.679
C -7.345 -0.627 1.229
O -8.441 -0.085 1.459
C -7.221 -1.948 0.368
F -7.837 -1.897 -0.783
F -5.931 -2.273 0.228
F -7.937 -2.959 0.953
H -3.766 0.434 2.878
H -4.303 1.905 3.358
H -4.060 1.444 1.598
H -6.462 1.865 2.280
H -6.457 0.734 3.594
C -0.534 0.697 4.217
C 0.693 1.123 3.397
O 1.129 2.359 3.584
C 1.966 2.933 2.623
O 2.332 2.471 1.482
C 2.701 4.116 3.126
F 2.958 4.008 4.429
F 3.819 4.382 2.469
F 1.885 5.165 2.961
H -1.496 1.103 3.902
H -0.481 1.036 5.252
H -0.582 -0.391 4.178
H 0.340 0.991 2.375
H 1.526 0.428 3.498
C -9.576 3.259 -1.838
C -8.385 2.388 -1.276
O -7.255 3.289 -1.190
C -6.005 2.728 -1.293
O -5.822 1.519 -1.461
C -4.912 3.699 -1.000
F -3.730 3.090 -1.232
F -4.924 4.810 -1.796
F -5.026 4.078 0.265
H -10.323 2.560 -2.214
H -9.293 3.788 -2.748
H -10.122 3.796 -1.062
H -8.337 1.611 -2.038
H -8.622 1.869 -0.347
```



# 4
DFT (ωB97M-V/def2-TZVPD) results for C44H56BBrN12S3V as an isolated structure.

Spin multiplicity: 2
Net charge: +2
LUMO energy (alpha / beta) in hartree: -0.2152 / -0.1899
Energy relative to the best compared isomer or geometry (same formula, charge and spin) in kcal/mol: 0.00
Highest occupied orbital energy (alpha / beta) in eV: -12.94 / -12.45
E in eV: -193322.6575
Max |F| in eV/A: 0.59

Geometry as XYZ:
```
118
C44H56BBrN12S3V ωB97M-V/def2-TZVPD
V -2.397 0.443 0.525
C -1.938 -1.454 5.524
C -0.955 -1.589 4.409
C 0.039 -2.531 4.384
C 0.926 -2.631 3.287
N 0.846 -1.778 2.296
N -0.114 -0.867 2.328
B -0.179 0.177 1.210
N 0.484 1.466 1.707
N 1.569 1.308 2.463
C 2.223 2.372 2.843
C 1.793 3.664 2.452
C 0.682 3.826 1.676
C 0.169 5.155 1.225
C 0.006 2.637 1.307
S -1.425 2.610 0.373
C 3.441 2.186 3.729
C 4.649 2.873 3.077
C 3.749 0.700 3.922
C 3.148 2.833 5.093
N 0.501 -0.334 -0.063
N 1.673 0.189 -0.415
C 2.317 -0.357 -1.410
C 1.790 -1.491 -2.082
C 0.587 -2.027 -1.725
C -0.020 -3.212 -2.399
C -0.089 -1.375 -0.665
S -1.639 -1.804 -0.067
C 3.665 0.226 -1.789
C 4.742 -0.774 -1.332
C 3.742 0.417 -3.310
C 3.889 1.568 -1.090
C -1.040 -0.750 3.278
S -2.275 0.409 2.983
C 2.017 -3.687 3.167
C 1.879 -4.765 4.242
C 3.377 -2.987 3.313
C 1.926 -4.339 1.780
H -1.721 -2.158 6.323
H -2.951 -1.631 5.158
H -1.920 -0.440 5.928
H 0.131 -3.224 5.208
H 2.352 4.532 2.782
H 0.732 5.964 1.685
H -0.886 5.263 1.481
H 0.249 5.246 0.139
H 4.856 2.455 2.089
H 5.529 2.718 3.701
H 4.507 3.952 2.973
H 3.948 0.214 2.965
H 2.914 0.180 4.397
H 4.630 0.594 4.557
H 2.948 3.903 5.002
H 4.013 2.711 5.746
H 2.288 2.360 5.574
H 2.346 -1.925 -2.902
H 0.485 -3.421 -3.340
H -1.082 -3.046 -2.588
H 0.059 -4.093 -1.756
H 4.617 -1.749 -1.810
H 4.711 -0.916 -0.248
H 5.730 -0.395 -1.600
H 3.735 -0.531 -3.849
H 4.675 0.924 -3.561
H 2.915 1.029 -3.678
H 3.850 1.459 -0.006
H 3.135 2.301 -1.388
H 4.871 1.955 -1.367
H 2.034 -4.362 5.245
H 2.638 -5.531 4.081
H 0.903 -5.256 4.202
H 3.462 -2.488 4.282
H 3.513 -2.241 2.527
H 4.181 -3.723 3.239
H 0.964 -4.844 1.647
H 2.718 -5.082 1.673
H 2.042 -3.594 0.991
C -6.280 4.661 0.322
C -5.970 3.213 0.567
C -6.977 2.288 0.836
C -6.661 0.961 1.064
C -5.330 0.607 1.010
Br -4.794 -1.200 1.239
N -4.339 1.460 0.774
C -4.667 2.743 0.547
H -7.026 4.767 -0.466
H -5.390 5.215 0.030
H -6.687 5.122 1.223
H -8.011 2.608 0.863
H -7.418 0.218 1.270
H -3.845 3.418 0.359
C -0.894 1.807 -2.637
C -2.171 1.037 -2.664
N -2.792 0.484 -1.631
C -3.880 -0.207 -2.135
C -3.902 -0.087 -3.480
N -2.814 0.695 -3.808
C -2.312 0.873 -5.163
N -1.465 -0.227 -5.528
N -0.188 -0.258 -5.062
N 0.343 -1.374 -5.373
C -0.583 -2.132 -6.062
C -0.483 -3.409 -6.622
C -1.599 -3.904 -7.254
C -2.791 -3.158 -7.339
C -2.904 -1.897 -6.798
C -1.768 -1.400 -6.158
H -0.274 1.455 -1.815
H -1.073 2.872 -2.481
H -0.339 1.660 -3.560
H -4.543 -0.778 -1.511
H -4.560 -0.502 -4.226
H -1.748 1.797 -5.219
H -3.149 0.928 -5.851
H 0.441 -3.970 -6.562
H -1.570 -4.886 -7.707
H -3.640 -3.590 -7.853
H -3.822 -1.328 -6.888
```